137
Properties=species:S:1:pos:R:3:forces:R:3:mulliken_charge:R:1 method="wB97M-V/def2-TZVPD" orbital_gap_ev=7.13 spin_multiplicity=1 e_homo_ev=-11.466 de_lowest_ev=8.526 lumo_ha=-0.1594 max_force_ev_per_a=8.34 e_tot_ev=-243415.5346 total_charge=+1
C -8.391 2.844 -3.125 0.1089 0.5313 0.2669 -0.7579
C -7.504 3.929 -2.224 -0.5513 -1.3290 -1.4126 0.5737
O -8.296 4.183 -1.000 2.2804 0.1844 0.2345 -0.4424
C -7.437 4.411 0.173 1.6610 0.2299 -0.0853 -0.5056
C -7.189 3.007 1.047 -1.4721 2.2327 -0.5483 -0.1044
O -5.812 2.591 0.743 -1.0511 -2.0038 0.3104 -0.1639
C -5.558 1.182 1.046 -0.9684 0.6081 1.7021 -0.6454
C -5.240 0.211 -0.234 1.0002 0.8846 -0.0915 -0.3145
I -7.329 -0.261 -0.897 1.1916 -0.0909 0.0734 0.1175
N -4.513 -0.988 0.321 3.1390 1.8930 1.2646 -0.0733
C -3.040 -0.648 0.627 -1.5097 1.0023 0.7334 -1.0528
N -2.617 -0.845 1.921 -0.9957 -0.2014 -2.2998 0.1423
C -1.271 -0.558 2.512 0.6019 1.1395 2.4086 -0.7303
Br 0.087 -2.066 2.278 -1.2982 1.4920 0.0371 0.1084
C -0.641 0.929 2.284 0.1314 0.5039 0.7630 0.6546
C 0.680 1.096 3.297 -1.3797 0.4984 -0.3544 -0.9603
N -2.086 -0.046 -0.429 -2.2474 -2.4731 0.8245 1.4488
C -1.906 -1.240 -1.387 1.1962 -1.6842 -1.0235 -0.6561
C -0.513 -2.085 -1.157 0.3850 -0.6409 -0.4063 -0.4503
C -0.055 -2.688 -2.638 0.4825 -0.4737 -0.2646 -0.5199
C 1.592 -2.907 -2.753 -1.9139 -0.3387 1.4105 -0.0585
N 2.048 -3.339 -4.134 1.4543 2.1584 -0.3606 -0.0477
C 3.571 -3.518 -3.977 0.9922 0.5529 0.5270 -0.6247
C 1.908 -2.237 -5.164 2.3539 5.3492 -1.3431 0.6032
C 0.684 -2.264 -6.288 -0.9112 -0.6841 0.6218 -0.8952
O 2.751 -1.173 -5.267 -4.8641 -6.7034 0.9681 -0.5224
C -2.745 1.127 -1.093 -1.6221 2.8748 1.2527 0.0716
C -2.675 2.381 0.030 0.6023 0.4864 -0.4916 -0.3916
C -1.982 1.923 -2.293 3.7992 0.1257 -2.6640 -0.1381
Cl -2.967 3.198 -3.307 0.8200 -2.0462 1.8381 -0.1510
C -0.568 1.909 -2.699 -2.9240 -0.4498 1.8926 -0.3320
C 0.520 1.005 -1.927 1.5854 0.4919 -1.5663 0.5600
Cl 0.113 2.977 -4.106 -1.2332 -1.9019 2.5169 -0.1819
C -4.360 0.830 -1.456 -0.1537 2.4828 -0.4512 1.4617
C -4.638 0.225 -2.940 -0.4505 1.4747 -1.4294 -0.0940
P -4.788 -1.603 -3.276 -1.7507 -5.5297 -0.2572 0.7070
O -5.141 -2.609 -2.145 1.3392 3.5736 -2.5215 -0.6256
O -3.347 -2.258 -4.089 -3.2110 1.8560 -0.0326 -0.4439
O -6.064 -1.798 -4.503 1.5428 0.8102 2.7434 -0.5805
H -9.208 2.361 -2.413 1.8757 0.8956 -1.5895 0.1865
H -8.937 3.396 -4.004 1.0429 -1.1360 1.7387 0.3093
H -7.662 2.039 -3.582 -1.6220 1.4973 0.9142 0.1133
H -6.459 3.425 -2.025 -2.0033 1.0903 0.0640 -0.4249
H -7.330 4.878 -2.893 -0.3696 -1.5192 1.6627 0.2761
H -6.378 4.753 -0.259 -2.0867 -0.7418 1.2501 0.2490
H -7.795 5.308 0.866 0.2331 -2.1386 -1.6372 0.3226
H -8.025 2.270 0.690 1.8361 1.1070 0.6693 0.1572
H -7.360 3.294 2.178 0.7097 -0.8952 -2.0527 0.2617
H -6.545 0.776 1.585 2.2322 0.5027 -1.2078 0.6038
H -4.732 1.158 1.899 -1.2260 -0.1081 -2.0335 0.0483
H -5.024 -1.253 1.191 0.7859 -0.1470 -0.7378 0.5927
H -3.348 -1.255 2.580 1.4973 0.6567 -1.2285 0.4288
H -1.426 -0.596 3.701 0.0863 -0.0640 -2.8670 0.4429
H -1.439 1.708 2.700 1.4523 -1.8317 -0.9116 0.2125
H -0.419 1.237 1.184 -0.3666 -0.9727 2.0911 -0.3943
H 0.428 0.438 4.236 0.9315 1.3043 -1.7034 0.1967
H 1.683 0.796 2.771 -2.0608 0.5849 1.2409 0.2971
H 0.651 2.243 3.626 0.4642 -2.6465 -0.7167 0.3482
H -1.871 -0.843 -2.487 -0.2168 -0.5249 2.1565 0.3781
H -2.755 -2.040 -1.299 1.2129 1.7148 -0.2982 0.3668
H -0.681 -3.029 -0.458 0.1688 2.0909 -1.4325 0.3377
H 0.350 -1.462 -0.640 -1.8937 -1.1146 -1.2824 0.1528
H -0.624 -3.714 -2.804 1.2987 2.1441 0.2611 0.2901
H -0.347 -1.998 -3.537 0.2701 -1.0000 1.7997 -0.0391
H 1.847 -3.778 -2.004 -0.2356 1.7328 -1.6117 -0.1685
H 2.092 -1.924 -2.360 -0.6184 -1.6736 -0.9099 0.1500
H 3.942 -2.603 -3.308 -0.4224 -2.1206 -1.3565 0.2630
H 3.822 -4.555 -3.442 -0.7133 2.3549 -1.2992 0.1581
H 4.113 -3.394 -5.010 -1.1655 -0.5817 2.0661 0.3330
H 0.025 -3.249 -6.184 1.6365 2.0222 -0.1577 0.2554
H -0.079 -1.366 -6.130 1.9184 -1.6943 -0.0912 0.1802
H 1.061 -2.184 -7.394 -0.3315 -0.1393 2.3632 0.3541
H -1.546 2.768 0.033 -2.5469 -0.8755 -0.0243 0.2852
H -2.911 2.051 1.116 0.0623 0.5753 -1.9771 -0.2109
H -3.362 3.280 -0.341 1.4432 -2.1159 1.0011 0.3120
H 0.671 0.005 -2.562 -0.4327 2.0538 1.6282 -0.3179
H 1.573 1.562 -2.023 -2.3870 -1.1107 0.1870 0.1094
H 0.369 0.819 -0.788 -0.2602 0.3108 -2.3088 -0.3498
H -4.771 1.955 -1.538 0.7853 -2.5849 0.1010 -0.7710
H -5.676 0.716 -3.283 2.1866 -1.4489 0.6988 -0.1624
H -3.887 0.611 -3.787 -1.3459 -0.6385 2.1915 0.3804
H -3.562 -2.484 -5.041 0.1449 0.3909 1.4423 0.3115
H -6.926 -1.970 -4.001 1.8065 0.2269 -0.7338 0.3529
C 3.013 -7.755 2.103 0.2383 -0.4550 1.0252 -0.7189
C 2.316 -8.361 0.875 -0.8103 -0.0049 0.6636 0.9023
C 2.999 -8.076 -0.457 0.0423 -0.3935 -1.1758 0.0714
F 3.061 -6.754 -0.733 -0.0750 -0.3907 -0.1663 -0.1912
F 2.306 -8.645 -1.482 0.0008 -0.0406 0.4522 -0.2814
F 1.014 -7.967 0.862 0.3999 0.0115 -0.2294 -0.2582
F 2.288 -9.720 1.057 0.4401 0.4399 -0.2904 -0.3322
O 2.483 -6.516 2.580 0.3788 1.1997 -1.6214 -0.3786
C 2.969 -5.348 1.919 1.0446 -1.6809 1.3192 0.5068
C 1.870 -4.592 1.160 -0.5458 0.0268 -0.5284 0.7981
F 1.278 -5.376 0.223 0.0970 0.3328 0.5459 -0.2987
F 2.379 -3.518 0.501 0.2440 -0.1734 0.3237 -0.1939
F 4.017 -5.687 1.129 -0.3970 0.8878 0.3367 -0.2559
F 3.481 -4.555 2.896 -0.6100 0.0796 -0.5529 -0.2818
H 2.846 -8.455 2.931 -0.2216 0.1625 -0.2512 0.4078
H 4.104 -7.721 1.993 -0.3052 0.0813 -0.2438 0.3259
H 4.013 -8.484 -0.479 -0.0185 -0.0247 0.1916 0.2683
H 1.092 -4.241 1.844 0.2401 -0.3080 0.1216 -0.2527
C 4.666 3.881 -3.187 -0.7506 -0.3127 -0.8106 -0.6254
C 6.108 4.397 -3.308 -0.4582 0.8872 -0.4525 0.7972
C 7.089 3.803 -2.304 1.2098 -0.0860 0.2963 0.1059
F 6.748 4.076 -1.025 0.3274 -0.0722 -0.3589 -0.1981
F 8.334 4.324 -2.485 -0.3962 -0.0320 -0.2595 -0.2806
F 6.103 5.756 -3.254 0.1365 -0.4697 0.1882 -0.2714
F 6.546 4.080 -4.569 0.0084 -0.3362 0.5784 -0.3273
O 3.761 4.710 -2.453 0.8069 -0.1634 1.8464 -0.3846
C 3.781 4.533 -1.038 -0.2449 -1.1203 -1.8181 0.7600
C 4.256 5.785 -0.287 0.5473 0.8803 0.3133 0.1513
F 5.505 6.155 -0.670 -0.7287 -0.1387 0.0048 -0.2181
F 4.312 5.562 1.052 -0.2687 -0.3567 -0.3242 -0.2410
F 4.508 3.431 -0.736 -0.6839 0.4780 0.5142 -0.2918
F 2.501 4.244 -0.682 0.2991 0.4338 0.1939 -0.2513
H 4.255 3.869 -4.204 0.1792 0.2481 0.1989 0.4638
H 4.620 2.835 -2.863 0.2316 0.3011 0.1025 0.2981
H 7.167 2.718 -2.419 -0.1535 0.0022 -0.1216 0.2841
H 3.585 6.629 -0.469 -0.1144 -0.2051 -0.1098 0.2292
C 5.382 1.010 7.502 0.8622 -0.2823 0.6842 -0.7229
C 4.851 0.529 6.144 -0.1060 -0.8520 0.6296 0.8722
C 4.379 1.636 5.209 -0.2151 0.3733 -0.8784 0.1251
F 3.354 2.348 5.728 0.2148 -0.2518 -0.4603 -0.2240
F 3.922 1.112 4.038 0.1677 -0.2378 0.1428 -0.2437
F 3.878 -0.399 6.347 0.0809 0.3912 -0.2325 -0.2732
F 5.876 -0.142 5.525 -0.1962 0.6198 -0.0485 -0.3340
O 4.458 0.956 8.593 -1.2761 1.2784 -0.7603 -0.4012
C 3.583 2.077 8.709 2.1849 -0.1906 0.2782 0.7028
C 2.109 1.705 8.504 -0.8406 -0.2304 -0.0829 0.2083
F 1.897 1.147 7.285 0.1285 0.0099 0.4518 -0.1798
F 1.312 2.804 8.570 0.5184 -0.0619 0.1120 -0.2586
F 4.001 3.057 7.872 -0.6047 -0.0296 0.7190 -0.2638
F 3.764 2.559 9.967 -0.5982 -0.3379 -0.4998 -0.2913
H 6.178 0.312 7.789 -0.3478 -0.0449 -0.1262 0.4151
H 5.884 1.983 7.437 -0.3309 -0.1446 -0.1666 0.3496
H 5.193 2.324 4.965 0.0896 -0.0938 0.1288 0.2805
H 1.775 0.991 9.263 0.2433 0.0790 0.0634 0.2388

128
Properties=species:S:1:pos:R:3:forces:R:3:mulliken_charge:R:1 method="wB97M-V/def2-TZVPD" orbital_gap_ev=10.03 spin_multiplicity=1 e_homo_ev=-10.441 de_lowest_ev=8.326 lumo_ha=-0.0151 max_force_ev_per_a=7.24 e_tot_ev=-108913.1716
C 8.852 4.875 5.198 -0.5268 -0.2936 -0.3254 -1.3341
C 7.407 5.397 5.073 0.7013 0.4599 -0.3245 0.4361
C 7.002 5.897 3.655 0.7017 0.4790 0.3099 -0.4359
O 5.801 5.233 3.404 -0.9522 0.0397 -0.3251 -0.3447
C 5.504 4.309 4.344 2.3912 0.6103 -0.4965 0.6469
O 4.590 3.584 4.218 -0.6633 -0.7136 0.9578 -0.4978
O 6.538 4.312 5.277 -2.2030 -1.4021 -0.4403 -0.3501
H 9.604 5.533 4.764 -0.1366 0.2523 0.2591 0.3458
H 8.897 3.950 4.625 -0.0703 -0.0123 -0.2521 0.3578
H 9.126 4.556 6.204 -0.1258 0.4799 0.1093 0.3402
H 7.091 6.112 5.833 0.5893 0.3827 -0.0183 0.2979
H 7.710 5.662 2.860 0.2256 -0.3340 0.1546 0.2628
H 6.817 6.968 3.573 0.0658 0.0506 0.3795 0.2745
C -4.174 -3.689 -4.218 0.5356 0.5221 1.2028 -1.4346
C -3.977 -5.187 -4.298 0.5808 2.0001 0.0123 0.5237
C -3.443 -5.816 -2.986 0.0953 0.2228 -0.1706 -0.4202
O -4.479 -6.735 -2.614 0.2485 0.4022 -0.5983 -0.3004
C -5.497 -6.575 -3.472 -5.5882 -2.7904 1.4079 0.6561
O -6.602 -7.166 -3.334 4.1849 1.9324 -0.5493 -0.6107
O -5.301 -5.661 -4.405 0.4820 -1.2595 -0.6007 -0.3218
H -4.857 -3.510 -3.387 0.0153 0.1709 0.1510 0.3617
H -4.609 -3.175 -5.075 0.2591 -0.4983 -0.2660 0.3377
H -3.211 -3.252 -3.954 0.0059 0.3785 -0.1479 0.3774
H -3.322 -5.329 -5.158 -0.4071 -0.9966 -0.2126 0.2782
H -3.317 -5.055 -2.215 -0.2418 0.0069 0.1228 0.2550
H -2.495 -6.349 -3.048 -0.1531 -0.0706 -0.3575 0.2982
C -0.817 -2.170 7.408 -0.1907 -0.2086 -0.1472 -1.4142
C 0.054 -2.677 8.562 -1.8371 1.6006 -0.8086 0.4964
C -0.657 -3.694 9.464 0.2250 0.2796 -0.3449 -0.4083
O 0.225 -4.830 9.357 -1.1207 0.6703 1.4557 -0.3367
C 1.273 -4.520 8.591 0.6693 -3.4417 -1.5553 0.6672
O 2.093 -5.350 8.294 0.0191 0.9794 0.6461 -0.5564
O 1.125 -3.374 7.970 0.5632 1.4660 0.4882 -0.3273
H -0.353 -1.518 6.668 0.6456 -0.0238 0.3505 0.3333
H -1.685 -1.599 7.739 -0.1519 -0.3229 0.2717 0.3682
H -1.114 -3.057 6.849 -0.3988 0.0314 -0.0137 0.3630
H 0.331 -1.836 9.198 0.8349 -0.0060 -0.2294 0.2464
H -1.681 -3.911 9.160 0.2172 -0.5041 -0.4312 0.2777
H -0.768 -3.273 10.463 0.5277 -0.5227 0.2939 0.2905
C -9.027 5.511 -9.081 -0.6768 -0.7598 0.4766 -1.2860
C -8.827 4.582 -7.821 0.0598 1.5453 -0.3644 0.3983
C -8.617 3.096 -8.028 0.2538 -0.2904 0.9384 -0.4338
O -7.259 2.840 -7.545 -0.1587 0.8384 -0.1212 -0.3230
C -6.817 3.978 -6.919 3.5441 0.3889 0.4302 0.6608
O -5.742 4.150 -6.337 -2.9096 -1.3884 -1.3518 -0.5732
O -7.623 4.998 -7.150 -0.7726 0.3281 -0.0671 -0.3553
H -8.658 6.524 -8.923 0.3637 -0.2813 0.1825 0.3364
H -10.073 5.657 -9.349 -0.3147 -0.2226 0.4763 0.3654
H -8.641 5.082 -10.006 0.6548 -0.0483 0.2514 0.3390
H -9.593 4.684 -7.052 -0.3731 0.4895 -0.4478 0.2909
H -8.841 2.815 -9.057 0.6695 -0.4265 0.0998 0.3162
H -9.225 2.550 -7.307 -0.3431 -0.1762 -0.4941 0.2643
C 5.055 -3.685 -4.632 0.2954 0.7932 -0.5605 -1.3657
C 4.511 -2.511 -5.507 0.2195 -1.2032 1.7699 0.4500
C 5.024 -2.417 -6.933 -0.4596 -1.6449 0.0996 -0.2941
O 3.846 -2.466 -7.705 -1.4237 0.8328 -0.9843 -0.3475
C 2.702 -2.556 -6.981 -0.7029 0.2458 -0.0796 0.6458
O 1.581 -2.567 -7.467 2.9069 -0.1438 1.7973 -0.5377
O 3.074 -2.630 -5.631 -0.4153 0.5354 -1.2591 -0.3431
H 4.799 -4.676 -5.005 0.1231 0.0936 -0.0743 0.3311
H 4.824 -3.608 -3.569 -0.7767 0.1416 -0.1753 0.3518
H 6.131 -3.514 -4.589 0.3167 -0.4434 -0.4421 0.3787
H 4.859 -1.655 -4.929 -0.9213 0.6068 -0.1512 0.1842
H 5.471 -3.366 -7.229 1.0108 0.3022 0.2303 0.2651
H 5.637 -1.539 -7.134 -0.1938 -0.1289 -0.1697 0.2814
C 1.451 -9.393 2.398 1.1336 1.4061 0.5806 -1.4581
C 0.418 -8.806 3.338 1.3482 -0.7604 0.9838 0.4895
C -0.839 -8.500 2.684 -1.1134 1.4058 -1.9174 -0.4434
O -1.855 -8.786 3.609 -0.7621 -0.2897 1.0263 -0.2775
C -1.316 -9.387 4.664 0.1320 -2.8684 4.6805 0.6338
O -1.852 -9.705 5.767 2.0332 1.6627 -5.2626 -0.5732
O 0.044 -9.721 4.376 -2.4495 0.1853 0.4907 -0.3587
H 1.791 -8.612 1.717 -0.4539 0.2433 -0.3634 0.4138
H 1.171 -10.251 1.788 -0.1615 -0.0931 0.5557 0.3577
H 2.374 -9.491 2.971 -0.0329 -0.9332 0.0379 0.3666
H 0.716 -7.942 3.932 0.8731 0.2997 -0.5707 0.2695
H -0.932 -9.048 1.747 -0.5527 -0.2234 0.1045 0.3134
H -0.915 -7.433 2.478 -0.0020 -0.0296 -0.3324 0.2668
O 2.649 4.509 -7.238 3.2541 2.4780 3.4963 -0.6188
C 3.408 5.075 -6.382 -3.0900 -3.5281 -5.5138 0.7418
O 4.695 5.216 -6.488 3.3014 -0.8658 -2.0449 -0.3316
C 5.296 5.807 -5.353 1.1597 0.2851 -0.7006 -0.2768
C 4.129 6.012 -4.483 -0.0168 -0.3193 0.9428 -0.2358
O 3.048 5.555 -5.273 -3.1276 2.0060 3.5306 -0.3174
H 6.056 5.214 -4.844 0.0000 -0.5259 -0.6113 0.2406
H 5.777 6.745 -5.631 -0.0538 -0.0569 -0.3138 0.2507
H 4.150 7.079 -4.259 -1.1741 -0.2510 0.6339 0.2670
H 4.189 5.292 -3.667 -0.2368 0.7817 0.5868 0.2803
O 0.615 -1.695 0.280 -2.3019 3.9398 -1.0674 -0.6235
C 0.104 -0.568 0.034 1.3998 -5.5178 2.8345 0.6813
O 0.609 0.279 -0.788 1.9951 0.4885 -2.5248 -0.2749
C 0.117 1.538 -0.556 0.0060 2.9678 0.2311 -0.2845
C -1.090 1.334 0.271 -1.2350 -0.6849 -0.5708 -0.2642
O -0.964 -0.055 0.658 -0.3110 0.4331 0.8381 -0.3152
H 0.807 2.181 -0.008 0.6577 -0.3657 -0.1011 0.2501
H -0.206 2.127 -1.414 0.6036 -0.5735 -0.6216 0.2982
H -1.927 1.406 -0.423 -0.5395 -0.0388 0.6303 0.2536
H -1.151 2.074 1.069 -0.2750 -0.6687 0.3450 0.2787
O 9.246 -2.420 5.758 -1.7910 0.6808 -0.6618 -0.5808
C 8.336 -2.359 4.952 2.1202 -1.4095 2.8679 0.7311
O 8.547 -2.361 3.684 0.8134 0.9688 -3.3005 -0.3366
C 7.351 -2.517 2.953 -1.0318 0.4861 -0.7661 -0.3016
C 6.250 -2.497 4.049 0.9007 -1.6377 -1.5095 -0.2305
O 7.043 -2.513 5.192 -0.9684 0.6895 2.5290 -0.3237
H 7.044 -1.683 2.322 1.1084 0.3665 -0.2409 0.2364
H 7.510 -3.360 2.281 -0.5121 -0.3478 0.4248 0.2735
H 5.715 -3.447 4.032 -0.5670 0.3914 0.0799 0.2532
H 5.633 -1.610 3.911 -0.0866 -0.1742 0.5899 0.2793
O -2.554 10.839 2.571 3.8774 -3.2151 -1.7923 -0.5811
C -1.637 10.013 2.285 -4.5469 4.1161 2.6403 0.6934
O -0.335 10.215 2.497 -0.8606 3.4633 0.5263 -0.2997
C 0.249 9.022 2.639 3.5404 -2.6517 -0.7393 -0.3199
C -0.583 8.135 1.793 0.1029 -1.5066 1.0340 -0.3034
O -1.829 8.758 1.963 -1.6517 -0.4731 -1.4791 -0.3001
H 1.236 9.070 2.180 0.2987 0.0874 0.3959 0.2903
H 0.360 8.572 3.626 -0.3033 0.8237 0.5414 0.2661
H -0.703 7.198 2.336 0.2896 -0.4692 -0.9105 0.2812
H -0.180 8.082 0.782 -0.7472 -0.1748 -0.2102 0.2734
O -7.627 1.520 3.319 -2.5173 -0.6758 -2.4498 -0.5552
C -8.436 1.320 2.415 2.1441 0.9571 0.9271 0.7218
O -9.688 0.890 2.485 -0.4860 -1.2993 2.3243 -0.3232
C -10.158 0.442 1.244 -0.3463 0.8647 -1.6960 -0.2772
C -9.353 1.379 0.318 -1.1680 0.2610 -0.4224 -0.2700
O -8.210 1.560 1.103 2.1399 0.5266 0.0001 -0.3347
H -9.899 -0.563 0.910 0.1701 -0.3980 0.9843 0.2455
H -11.242 0.538 1.296 0.1565 0.1489 -0.4319 0.2878
H -9.816 2.344 0.108 -0.2198 0.1918 0.4436 0.2264
H -9.085 1.020 -0.676 0.1404 -0.5808 0.3210 0.2788